ORCA calculation (the ωB97M-V functional and the def2-TZVPD basis) on C37H57Cl3GeLiN2O3Se as an isolated structure.

Calculated values
2S+1	2
largest force on an atom	0.58	eV/Å
charge	-2
LUMO (alpha / beta)	4.0 / 4.0	eV

The geometry in XYZ format:
```
105
C37H57Cl3GeLiN2O3Se (the ωB97M-V functional and the def2-TZVPD basis)
Li 1.41 -1.86 -1.48
C -6.19 -0.68 -0.32
C -5.53 -0.42 -1.68
C -5.56 1.08 -1.95
C -6.36 -1.12 -2.77
C -4.10 -0.97 -1.67
C -2.97 -0.18 -1.86
C -1.70 -0.72 -1.83
Se -0.15 0.39 -2.12
C 0.19 0.87 -0.28
C -0.58 1.88 0.27
C -0.41 2.29 1.58
C 0.56 1.61 2.32
C 1.35 0.57 1.83
C 1.21 0.19 0.46
O 1.91 -0.75 -0.10
C 2.28 -0.10 2.87
C 1.40 -0.65 4.01
C 3.26 0.94 3.44
C 3.11 -1.28 2.36
C -1.22 3.41 2.23
C -2.17 4.07 1.23
C -0.28 4.50 2.78
C -2.06 2.84 3.39
C -1.45 -2.12 -1.62
O -0.25 -2.56 -1.62
C -2.61 -2.93 -1.43
C -3.87 -2.33 -1.46
C -2.59 -4.45 -1.17
C -1.19 -5.08 -1.15
C -3.40 -5.17 -2.26
C -3.23 -4.74 0.20
H -7.22 -0.30 -0.31
H -5.63 -0.18 0.48
H -6.23 -1.74 -0.09
H -6.60 1.43 -1.97
H -5.10 1.32 -2.91
H -5.04 1.63 -1.17
H -7.38 -0.74 -2.79
H -6.40 -2.20 -2.60
H -5.91 -0.95 -3.75
H -3.06 0.89 -2.04
H -1.32 2.34 -0.37
H 0.68 1.88 3.36
H 0.82 0.13 4.51
H 2.02 -1.14 4.76
H 0.69 -1.38 3.62
H 2.74 1.78 3.91
H 3.89 1.32 2.64
H 3.90 0.47 4.19
H 2.49 -2.04 1.89
H 3.64 -1.72 3.21
H 3.85 -0.95 1.64
H -1.63 4.49 0.38
H -2.71 4.89 1.73
H -2.91 3.36 0.86
H 0.34 4.90 1.98
H 0.39 4.09 3.55
H -0.86 5.32 3.22
H -2.72 2.06 3.02
H -2.67 3.63 3.85
H -1.42 2.40 4.15
H -4.73 -2.97 -1.29
H -0.67 -4.94 -2.09
H -1.30 -6.16 -0.95
H -0.56 -4.64 -0.38
H -2.97 -4.95 -3.24
H -4.44 -4.86 -2.27
H -3.36 -6.25 -2.11
H -2.70 -4.19 0.98
H -3.18 -5.81 0.43
H -4.28 -4.43 0.23
N 2.56 1.49 -2.27
C 2.70 2.54 -1.81
N 2.89 3.72 -1.24
C 3.82 4.69 -1.81
C 4.64 5.37 -0.69
C 4.64 4.50 0.56
C 3.23 4.38 1.13
C 2.22 4.03 0.01
H 3.27 5.44 -2.38
H 4.47 4.15 -2.50
H 4.21 6.35 -0.46
H 5.66 5.54 -1.05
H 5.32 4.91 1.32
H 5.00 3.50 0.30
H 2.94 5.34 1.58
H 3.21 3.62 1.91
H 1.52 4.86 -0.15
H 1.62 3.15 0.28
Cl 5.19 -0.50 -3.16
Ge 4.11 -0.96 -1.20
Cl 5.80 -2.19 -0.27
Cl 4.92 1.04 0.07
C 2.94 -4.59 -2.92
C 3.55 -3.83 -1.75
C 3.14 -4.44 -0.42
O 3.11 -2.48 -1.85
H 3.32 -5.61 -2.96
H 3.17 -4.09 -3.86
H 1.85 -4.62 -2.81
H 4.64 -3.87 -1.84
H 2.10 -4.19 -0.21
H 3.76 -4.05 0.39
H 3.24 -5.53 -0.44
```

***

ORCA calculation (the ωB97M-V functional and the def2-TZVPD basis) on C20H22IrN3OS3 as an isolated structure.

Calculated values
energy above the lowest of the compared OMol25 structures with the same formula, charge and spin	0.0	kcal per mole
largest force on an atom	0.16	eV/Å
charge	-2
LUMO	4.7	eV

The geometry in XYZ format:
```
50
C20H22IrN3OS3 (the ωB97M-V functional and the def2-TZVPD basis)
Ir 0.49 0.95 -1.03
C 0.05 -2.74 1.30
C -0.34 -1.47 0.58
N 0.65 -0.80 -0.14
N 1.69 -1.62 -0.56
C 2.46 -1.02 -1.41
O 2.29 0.19 -1.86
C 3.66 -1.76 -1.90
C 4.51 -1.16 -2.82
C 5.64 -1.82 -3.29
C 5.93 -3.11 -2.84
C 5.07 -3.72 -1.93
C 3.95 -3.05 -1.46
C -1.60 -1.00 0.72
C -2.63 -1.72 1.45
C -3.94 -1.52 1.19
C -4.33 -0.52 0.24
C -3.37 0.36 -0.16
N -2.06 0.25 0.19
H 1.11 -2.93 1.17
H -0.50 -3.61 0.92
H -0.17 -2.67 2.38
H 4.26 -0.16 -3.15
H 6.29 -1.34 -4.00
H 6.80 -3.63 -3.21
H 5.29 -4.72 -1.58
H 3.28 -3.52 -0.75
H -2.33 -2.46 2.18
H -4.69 -2.09 1.72
H -5.35 -0.37 -0.07
H -3.60 1.24 -0.75
S -0.97 3.74 -4.42
C -0.41 2.78 -3.17
S -0.84 1.13 -2.88
S 0.69 3.17 -1.91
C -2.39 2.40 2.09
C -1.01 2.09 1.49
C -0.25 3.40 1.33
C -0.24 1.21 2.49
C -1.18 1.43 0.08
H -2.28 2.91 3.06
H -2.97 1.49 2.25
H -2.96 3.06 1.43
H -0.22 3.93 2.29
H -0.73 4.05 0.59
H 0.77 3.22 0.99
H -0.02 1.79 3.39
H 0.70 0.87 2.05
H -0.82 0.33 2.78
H -1.77 2.16 -0.49
```

***

ORCA calculation (the ωB97M-V functional and the def2-TZVPD basis) on one molecule with the formula C3H9NP2 in a non-equilibrium geometry.

Calculated values
energy above the lowest of the compared OMol25 structures with the same formula, charge and spin	52.5	kcal per mole
largest force on an atom	5.14	eV/Å
LUMO	0.2	eV
SMILES	C=P[C@@H](C)NP

The geometry in XYZ format:
```
15
C3H9NP2 (the ωB97M-V functional and the def2-TZVPD basis)
C -0.63 -1.67 1.75
P -0.88 -1.39 0.13
C 0.43 0.14 -0.04
C 1.70 -0.38 -0.69
N -0.10 1.26 -0.77
P -1.54 1.85 -0.06
H -1.16 -2.46 2.19
H -0.08 -1.02 2.51
H 0.49 0.53 1.01
H 2.00 -1.45 -0.21
H 2.55 0.20 -0.83
H 1.28 -0.71 -1.65
H -0.17 0.94 -1.68
H -2.51 1.23 -0.81
H -1.38 2.92 -0.85
```

***

ORCA calculation (the ωB97M-V functional and the def2-TZVPD basis) on one molecule with the formula C21H22O6 in a non-equilibrium geometry.

Calculated values
energy above the lowest of the compared OMol25 structures with the same formula, charge and spin	0.0	kcal per mole
largest force on an atom	1.02	eV/Å
LUMO	0.6	eV
SMILES	COc1ccc([C@H]2C=C(C(=O)O)O[C@@H](OCc3ccc(CO)cc3)C2)cc1

The geometry in XYZ format:
```
49
C21H22O6 (the ωB97M-V functional and the def2-TZVPD basis)
C 1.76 -4.58 -3.73
O 0.88 -3.50 -3.86
C 0.23 -3.06 -2.74
C -0.63 -1.97 -2.92
C -1.34 -1.45 -1.86
C -1.21 -1.99 -0.59
C -1.93 -1.45 0.64
C -0.92 -0.78 1.53
C -1.03 0.48 1.93
C -0.07 1.11 2.88
O 0.94 0.56 3.25
O -0.42 2.31 3.31
O -2.04 1.34 1.55
C -2.75 0.96 0.39
O -2.05 1.21 -0.79
C -1.44 2.49 -0.90
C -0.08 2.51 -0.24
C 0.32 3.55 0.59
C 1.53 3.48 1.25
C 2.35 2.38 1.11
C 3.59 2.26 1.97
O 3.29 2.35 3.34
C 1.97 1.36 0.26
C 0.77 1.42 -0.42
C -3.13 -0.52 0.42
C -0.36 -3.07 -0.42
C 0.35 -3.61 -1.47
H 1.25 -5.49 -3.40
H 2.58 -4.35 -3.05
H 2.16 -4.75 -4.73
H -0.73 -1.56 -3.91
H -1.98 -0.60 -2.03
H -2.30 -2.33 1.18
H -0.08 -1.36 1.87
H -1.23 2.60 2.87
H -3.65 1.59 0.43
H -1.34 2.65 -1.98
H -2.09 3.27 -0.48
H -0.33 4.40 0.73
H 1.82 4.28 1.93
H 4.10 1.31 1.75
H 4.28 3.08 1.76
H 2.59 1.72 3.54
H 2.61 0.49 0.13
H 0.46 0.61 -1.07
H -3.83 -0.65 1.24
H -3.64 -0.77 -0.51
H -0.25 -3.52 0.56
H 1.00 -4.45 -1.29
```

***

ORCA calculation (the ωB97M-V functional and the def2-TZVPD basis) on C5H7N2 as an isolated structure in a non-equilibrium geometry.

Calculated values
energy above the lowest of the compared OMol25 structures with the same formula, charge and spin	186.1	kcal per mole
largest force on an atom	4.93	eV/Å
charge	+1
LUMO (alpha / beta)	-6.1 / -6.1	eV

The geometry in XYZ format:
```
14
C5H7N2 (the ωB97M-V functional and the def2-TZVPD basis)
C -0.03 -1.36 -0.31
C 0.17 0.41 0.45
C 1.05 -0.54 0.15
C 2.48 -0.83 0.07
C -2.50 0.14 -0.13
N -1.19 -1.69 -0.01
N -1.42 -0.47 0.52
H 0.25 1.38 0.97
H 2.79 -1.14 1.03
H 3.05 0.09 -0.27
H 2.60 -1.62 -0.63
H -3.21 -0.72 -0.38
H -2.86 0.82 0.59
H -2.46 0.82 -1.06
```

***

ORCA calculation (the ωB97M-V functional and the def2-TZVPD basis) on one molecule with the formula C13H11N3S in a non-equilibrium geometry.

Calculated values
largest force on an atom	6.52	eV/Å
LUMO	0.2	eV
SMILES	CSc1nccc(Nc2ccccc2)c1C#N

The geometry in XYZ format:
```
28
C13H11N3S (the ωB97M-V functional and the def2-TZVPD basis)
C 2.47 -4.02 1.17
S 3.14 -2.73 2.27
C 1.95 -1.49 1.85
N 1.23 -1.17 2.97
C 0.36 -0.29 2.90
C -0.20 0.11 1.77
C 0.46 -0.05 0.58
N -0.02 0.35 -0.64
C -0.89 1.33 -1.06
C -2.14 1.40 -0.58
C -3.08 2.36 -0.98
C -2.79 3.10 -2.13
C -1.52 2.93 -2.71
C -0.59 2.15 -2.11
C 1.62 -0.89 0.65
C 2.19 -1.42 -0.55
N 2.56 -1.61 -1.61
H 2.79 -4.03 0.13
H 1.37 -4.00 1.27
H 2.82 -5.03 1.42
H -0.24 -0.11 3.79
H -1.17 0.61 1.88
H 0.69 0.13 -1.38
H -2.42 0.75 0.29
H -4.09 2.19 -0.55
H -3.58 3.80 -2.45
H -1.37 3.34 -3.68
H 0.44 2.30 -2.50
```

***

ORCA calculation (the ωB97M-V functional and the def2-TZVPD basis) on a 8-piece molecular cluster, C4H26N2O9 overall in a non-equilibrium geometry.

Calculated values
energy above the lowest of the compared OMol25 structures with the same formula, charge and spin	0.0	kcal per mole
largest force on an atom	2.85	eV/Å
charge	+2
LUMO	-5.5	eV

The geometry in XYZ format:
```
41
C4H26N2O9 (the ωB97M-V functional and the def2-TZVPD basis)
O 0.28 -1.11 -2.86
C 0.68 -0.56 -1.86
O 1.45 0.50 -1.94
C 0.63 -1.22 -0.47
C 0.05 -0.41 0.67
C 0.87 0.59 1.55
N 1.49 1.68 0.74
N -0.23 -2.46 -0.66
H 1.67 0.82 -2.82
H 1.63 -1.60 -0.27
H -0.56 -0.86 1.46
H -0.80 0.06 0.14
H 1.69 0.01 1.96
H 0.18 1.04 2.29
H 1.88 2.38 1.36
H 2.19 1.29 0.02
H 0.81 2.28 0.24
H -0.26 -3.10 0.14
H -1.27 -2.14 -0.81
H 0.07 -2.91 -1.52
H -3.14 -0.87 3.23
H -1.65 -0.96 3.13
O -2.43 -0.91 2.57
H -0.29 3.47 -1.77
H -1.38 3.09 -0.94
O -0.44 3.31 -0.83
H -2.40 1.83 2.93
H -2.26 3.33 3.14
O -1.95 2.61 2.57
H 3.41 -3.37 -0.46
H 3.58 -2.78 -1.93
O 3.26 -2.61 -1.04
H -3.48 1.21 0.29
H -4.03 1.20 -1.19
O -3.21 1.18 -0.65
H -2.75 -1.47 -2.47
H -2.86 -0.50 -1.26
O -2.27 -1.18 -1.68
H 4.45 0.31 -0.47
H 3.76 -1.06 -0.43
O 3.65 -0.13 -0.14
```

***

ORCA calculation (the ωB97M-V functional and the def2-TZVPD basis) on one molecule with the formula C3H3IN2O in a non-equilibrium geometry.

Calculated values
energy above the lowest of the compared OMol25 structures with the same formula, charge and spin	173.2	kcal per mole
largest force on an atom	4.97	eV/Å
LUMO (alpha / beta)	-1.0 / -1.0	eV

The geometry in XYZ format:
```
10
C3H3IN2O (the ωB97M-V functional and the def2-TZVPD basis)
C -1.35 -1.86 1.33
C -0.25 -0.66 -0.42
C 0.13 0.43 -1.12
N -0.78 -1.58 0.20
N -1.32 0.09 2.67
O -1.65 -1.04 2.42
I 1.63 -0.03 -2.67
H -1.87 -2.80 1.63
H 0.42 1.24 -0.46
H -0.64 0.92 -1.57
```

***

ORCA calculation (the ωB97M-V functional and the def2-TZVPD basis) on a 7-piece molecular cluster, C3H18ClN6O10 overall in a non-equilibrium geometry.

Calculated values
energy above the lowest of the compared OMol25 structures with the same formula, charge and spin	40.5	kcal per mole
largest force on an atom	9.31	eV/Å
charge	-1
LUMO	2.2	eV

The geometry in XYZ format:
```
38
C3H18ClN6O10 (the ωB97M-V functional and the def2-TZVPD basis)
Cl -0.57 -1.38 0.61
O 0.11 -0.18 0.97
O -0.86 -2.18 1.81
O -1.78 -1.12 -0.13
O 0.40 -2.07 -0.24
O -0.77 5.00 -0.64
H 0.06 5.40 -0.89
H -0.54 4.40 0.07
O 3.98 0.81 -1.43
H 3.40 1.46 -1.82
H 3.40 0.27 -0.88
O -5.01 -1.30 3.70
H -4.07 -1.15 3.77
H -5.10 -1.91 2.97
C -4.51 4.41 -4.47
O -5.41 4.60 -5.29
N -4.48 3.55 -3.54
N -3.40 5.00 -4.36
H -5.31 3.00 -3.38
H -3.65 3.34 -3.01
H -2.67 4.86 -3.68
H -3.19 5.76 -5.00
C 3.60 -2.23 -5.94
O 3.67 -1.89 -7.07
N 2.62 -1.85 -5.16
N 4.39 -3.17 -5.38
H 2.48 -2.27 -4.25
H 1.82 -1.42 -5.60
H 4.32 -3.29 -4.37
H 5.14 -3.62 -5.87
C 1.97 -2.88 8.44
O 2.83 -3.74 8.24
N 1.25 -2.24 7.60
N 1.43 -2.64 9.64
H 0.43 -1.68 7.77
H 1.43 -2.60 6.68
H 1.78 -3.19 10.41
H 0.80 -1.86 9.75
```

***

ORCA calculation (the ωB97M-V functional and the def2-TZVPD basis) on a 2-piece molecular cluster, C2H9NS2 overall in a non-equilibrium geometry.

Calculated values
2S+1	2
energy above the lowest of the compared OMol25 structures with the same formula, charge and spin	24.8	kcal per mole
largest force on an atom	3.42	eV/Å
charge	+1
LUMO (alpha / beta)	-6.3 / -8.6	eV

The geometry in XYZ format:
```
14
C2H9NS2 (the ωB97M-V functional and the def2-TZVPD basis)
C 1.23 -2.59 -0.86
N 2.43 -2.20 -0.07
H 1.48 -3.35 -1.73
H 0.83 -1.70 -1.31
H 0.51 -2.94 0.02
H 2.91 -2.97 0.32
H 3.18 -1.81 -0.64
C -2.13 3.30 1.05
S -1.51 2.61 -0.45
S -0.99 0.69 0.49
H -1.21 3.53 1.62
H -2.94 2.63 1.51
H -2.64 4.25 0.81
H -1.15 0.55 -0.75
```

***

ORCA calculation (the ωB97M-V functional and the def2-TZVPD basis) on a 12-piece molecular cluster, H24O12 overall in a non-equilibrium geometry.

Calculated values
energy above the lowest of the compared OMol25 structures with the same formula, charge and spin	20.4	kcal per mole
largest force on an atom	1.27	eV/Å
LUMO	0.1	eV
SMILES	O.O.O.O.O.O.O.O.O.O.O.O

The geometry in XYZ format:
```
36
H24O12 (the ωB97M-V functional and the def2-TZVPD basis)
O -2.37 0.84 0.02
H -2.71 1.66 0.35
H -3.03 0.36 -0.50
O -1.67 -3.05 0.81
H -1.71 -2.13 0.56
H -0.92 -3.50 0.38
O -3.48 -1.53 -1.35
H -2.75 -1.87 -1.90
H -4.11 -1.15 -1.95
O -0.46 2.49 -2.22
H -1.08 3.19 -2.46
H -0.98 1.93 -1.61
O 0.60 -2.17 2.46
H -0.25 -2.63 2.30
H 0.86 -1.77 1.62
O 2.46 -1.73 -1.96
H 3.07 -1.14 -2.43
H 2.40 -1.29 -1.07
O 2.37 3.02 -0.88
H 1.46 2.95 -1.19
H 2.51 2.42 -0.14
O 3.29 0.63 0.67
H 2.50 0.98 1.11
H 4.00 0.88 1.29
O -0.20 0.19 3.41
H 0.35 0.03 4.20
H -0.06 -0.62 2.90
O 0.09 2.31 1.44
H -0.01 1.81 2.25
H 0.58 3.12 1.58
O 0.31 -0.33 0.09
H -0.57 0.03 0.27
H 0.89 0.44 0.13
O -0.76 -1.61 -2.56
H 0.04 -1.24 -2.15
H -0.66 -1.52 -3.49
```

***

ORCA calculation (the ωB97M-V functional and the def2-TZVPD basis) on a 3-piece molecular cluster, C34H23F9NO4S overall in a non-equilibrium geometry.

Calculated values
energy above the lowest of the compared OMol25 structures with the same formula, charge and spin	59.1	kcal per mole
largest force on an atom	3.97	eV/Å
charge	-1
LUMO	0.4	eV

The geometry in XYZ format:
```
72
C34H23F9NO4S (the ωB97M-V functional and the def2-TZVPD basis)
C -4.00 -5.57 -0.38
C -4.01 -4.43 -1.23
N -3.08 -4.13 -2.28
C -1.69 -4.43 -1.87
C -0.62 -3.33 -2.31
C -0.78 -1.91 -1.54
F 0.27 -1.11 -2.12
F -2.03 -1.40 -1.98
C -0.70 -2.03 0.04
F 0.22 -3.05 0.36
F -1.94 -2.51 0.51
S -0.34 -0.46 0.99
F -0.96 0.55 -0.16
F 1.22 -0.33 0.46
F 0.23 -1.40 2.28
F -1.86 -0.56 1.71
F -0.07 0.89 1.94
H -4.32 -5.43 0.71
H -3.63 -6.60 -0.66
H -4.87 -3.68 -1.08
H -1.39 -5.41 -2.40
H -1.55 -4.63 -0.76
H -0.79 -3.09 -3.42
H 0.46 -3.68 -2.23
C -2.50 2.62 -1.75
C -1.14 2.71 -2.02
C -0.70 2.81 -3.34
C -1.62 2.81 -4.38
C -2.99 2.70 -4.11
C -3.42 2.61 -2.78
C -3.97 2.64 -5.21
O -5.16 2.55 -4.97
C -3.49 2.70 -6.61
C -4.40 2.60 -7.66
C -3.96 2.67 -8.97
C -2.61 2.85 -9.24
C -1.69 2.95 -8.20
C -2.13 2.86 -6.88
C -1.15 2.94 -5.78
O 0.04 3.09 -6.02
H -2.84 2.55 -0.72
H -0.42 2.70 -1.21
H 0.36 2.88 -3.55
H -4.48 2.54 -2.56
H -5.46 2.46 -7.45
H -4.67 2.58 -9.79
H -2.27 2.91 -10.27
H -0.64 3.08 -8.42
C 4.93 1.77 9.37
C 4.03 0.80 9.82
C 3.48 -0.10 8.92
C 3.80 -0.02 7.56
C 4.68 0.97 7.11
C 5.25 1.86 8.02
C 4.99 1.10 5.67
O 5.76 1.96 5.28
C 4.35 0.16 4.71
C 4.59 0.30 3.35
C 4.01 -0.58 2.44
C 3.19 -1.60 2.90
C 2.94 -1.74 4.26
C 3.51 -0.86 5.17
C 3.21 -0.99 6.61
O 2.49 -1.89 7.02
H 5.37 2.47 10.08
H 3.77 0.75 10.87
H 2.79 -0.85 9.27
H 5.94 2.62 7.68
H 5.24 1.10 2.99
H 4.19 -0.46 1.38
H 2.74 -2.29 2.20
H 2.30 -2.54 4.61
```